Computed, not measured: C9H10N2O2S in the gas phase in a non-equilibrium geometry, with ωB97M-V/def2-TZVPD.

Net charge: 0
HOMO level (alpha / beta), eV: -8.66 / -8.66
F_max, Eh/bohr: 0.0731
Energy above the lowest of the compared OMol25 structures with the same formula, charge and spin, kJ/mol: 684.0
E_LUMO (alpha / beta), eV: -0.58 / -0.59
E_tot, a.u.: -1006.90701

Each line ends with the Mulliken charge.
Geometry (Å):
C 2.5477 2.1647 -0.5062  -0.35
C 1.6146 1.4479 -1.2787  -0.69
C 2.5480 2.1548 0.8630  -0.71
C 0.6935 0.6012 -0.6165  1.29
C 0.8289 0.7074 0.7719  0.27
C -1.2164 -1.8112 2.5174  -0.64
C -2.1714 -0.7261 2.0841  -0.52
C -0.9521 -0.9800 1.2930  0.06
C -0.4034 -0.2778 -2.6383  -1.07
N 1.6595 1.2841 1.5051  -0.49
N -0.0791 -0.3787 -1.2394  -0.11
O -2.4047 -1.2837 -1.0462  -0.65
O -0.4885 -2.6950 -0.6357  -0.66
S -1.1542 -1.4529 -0.3814  1.07
H 3.1997 2.8780 -1.0058  0.34
H 1.6084 1.5762 -2.3686  0.25
H 3.0633 2.7411 1.5311  0.51
H -0.8088 -1.7428 3.5072  0.27
H -1.4584 -2.7191 2.1222  0.29
H -3.1063 -0.8307 1.5548  0.28
H -2.0754 0.1219 2.8126  0.20
H 0.5827 -0.0076 -3.1241  0.41
H -0.8275 -1.2402 -2.8919  0.40
H -1.1999 0.4685 -2.8296  0.24

***

Computed, not measured: a molecular structure, C9H10N4O in a non-equilibrium geometry, with ωB97M-V/def2-TZVPD.

Net charge: 0
HOMO level, eV: -6.74
F_max, Eh/bohr: 0.0925
Energy above the lowest of the compared OMol25 structures with the same formula, charge and spin, kJ/mol: 620.1
E_LUMO, eV: 0.22
E_tot, a.u.: -642.98541

Each line ends with the Mulliken charge.
Geometry (Å):
C -2.8295 -1.6150 -0.3635  -0.36
C -3.1583 -0.2287 -0.2600  -0.80
C -1.4963 -2.1091 -0.1860  -0.58
C -0.7736 0.1871 0.1302  -0.92
C 3.3795 -1.2870 0.1046  -0.38
C -2.0897 0.6061 -0.0643  1.07
C -0.4297 -1.2114 0.1466  0.86
C 4.2829 -0.2138 -0.0409  0.44
C -2.3302 2.0819 -0.0525  -1.42
N 2.2214 0.5565 0.1487  -0.48
N 0.6807 -1.7988 0.3833  -0.62
N 2.1509 -0.7050 0.1717  0.41
N 5.6132 -0.0835 -0.3116  -0.44
O 3.5314 0.8760 -0.0125  -0.25
H -3.6314 -2.3729 -0.4410  0.30
H -4.1025 0.2180 -0.5336  0.38
H -1.1756 -3.1629 -0.2923  0.36
H -0.0548 0.8531 0.4320  0.58
H 3.5160 -2.2806 0.3123  0.45
H -2.7733 2.4126 -0.9376  0.35
H -3.1192 2.5328 0.6796  0.28
H -1.4036 2.7110 0.1924  0.26
H 6.0561 -0.9348 -0.5231  0.23
H 5.7118 0.8842 -0.5021  0.26